Here is a cluster of 3 separate species, C2H11N2O2 in total from the Open Molecules 2025 dataset. Energies are from ωB97M-V/def2-TZVPD.

Positions of all 17 atoms, in Å:
C 0.56 -1.13 2.46
N 0.09 -0.48 1.24
C 0.51 0.66 0.79
N -0.11 1.34 -0.16
H -0.29 -1.23 3.12
H 1.31 -0.52 2.94
H 0.97 -2.11 2.23
H -0.66 -0.98 0.75
H 1.43 1.04 1.21
H -1.11 1.33 -0.29
H 0.47 1.84 -0.82
H 1.44 0.67 -3.54
H 0.55 1.82 -3.35
O 0.87 1.05 -2.86
H -2.72 -1.41 -1.07
H -1.47 -0.84 -1.76
O -1.83 -1.07 -0.89

The spin multiplicity is 1. The value obtained for the frontier orbital gap is 0.42134 hartree. The charge is +1. For the energy above the lowest of the compared OMol25 structures with the same formula, charge and spin, the calculation gives 46.7 kJ/mol. The HOMO energy is -14.620 eV. As for the largest force on an atom: 1.00 eV Å⁻¹.